No. 1
{"formula": "C5H13NO2", "method": "ωB97M-V with the def2-TZVPD basis set", "elements": ["C", "C", "C", "O", "H", "H", "H", "H", "H", "H", "H", "H", "C", "C", "O", "N", "H", "H", "H", "H", "H"], "coordinates": [[0.29898, 1.48084, 0.37794], [-0.16414, 1.62736, -0.93989], [1.71287, 1.12177, 0.72060], [-0.33430, 2.10489, 1.42540], [-1.16833, 2.48407, 1.12341], [-0.32730, -0.14883, 0.57222], [-0.81647, 0.42551, -1.27149], [1.76423, 0.66121, 1.70692], [0.59639, 1.59408, -1.71213], [-0.91095, 2.39934, -1.11194], [2.11500, 0.43337, -0.02027], [2.33368, 2.02296, 0.73787], [-0.34263, -2.32663, 0.72283], [-0.98041, -1.05441, 0.18182], [0.08904, -1.40840, -1.83063], [-1.10891, -0.88932, -1.20331], [-0.23361, -1.72652, -2.68092], [-1.96373, -0.86362, 0.62081], [0.68260, -2.43337, 0.37513], [-0.33491, -2.30447, 1.81311], [-0.90710, -3.19982, 0.39253]], "atomic_forces_ev_per_a": [[-0.2, 1.2, -0.9], [0.7, 0.4, 0.9], [-0.1, -0.3, 0.1], [0.1, -0.5, -0.2], [0.0, 0.0, 0.0], [-0.4, -0.8, 0.0], [-0.6, -1.8, 0.2], [0.0, 0.0, 0.0], [0.0, -0.3, 0.0], [-0.2, -0.2, 0.1], [0.0, 0.0, 0.0], [-0.1, 0.0, 0.0], [-0.1, 0.0, -0.2], [0.7, 0.7, 0.6], [0.0, 0.0, 0.2], [0.3, 1.5, -0.8], [0.0, 0.1, 0.1], [0.0, -0.1, 0.0], [0.0, 0.0, 0.0], [0.0, 0.0, 0.0], [0.0, 0.0, 0.0]], "mulliken_charge": [0.72, -1.11, -1.37, -0.48, 0.33, -0.16, 0.53, 0.34, 0.32, 0.41, 0.37, 0.38, -1.29, 0.44, -0.42, -0.61, 0.31, 0.31, 0.27, 0.36, 0.36], "homo_lumo_gap_ev": 8.4, "total_energy_ha": -403.38974, "molar_mass_g_mol": 119.16, "homo_energy_ev": -7.75, "de_lowest_kcal_mol": 117.3, "multiplicity": 1, "lumo_energy_ev": 0.70}

=====

No. 2
{"formula": "C4H16N2O2", "method": "ωB97M-V with the def2-TZVPD basis set", "elements": ["C", "N", "C", "C", "N", "C", "H", "H", "H", "H", "H", "H", "H", "H", "H", "H", "H", "H", "O", "H", "H", "O", "H", "H"], "coordinates": [[-2.34920, 0.98463, -1.18657], [-1.59910, 1.51637, -0.05917], [-0.97768, 0.50272, 0.78106], [-0.09461, -0.49772, 0.01674], [1.22416, -0.60126, 0.70488], [2.31429, -1.13990, -0.20804], [-3.03210, 0.17063, -0.91025], [-1.58697, 0.46539, -1.77697], [-2.78151, 1.80296, -1.75100], [-1.69963, 2.47544, 0.20352], [-0.44778, 0.97429, 1.60341], [-1.81034, -0.05147, 1.23365], [-0.46884, -1.49248, 0.25084], [0.03544, -0.26620, -1.03342], [1.50863, 0.34844, 0.93088], [2.83601, -0.26442, -0.58314], [2.96271, -1.70522, 0.44779], [1.84519, -1.70984, -0.99763], [0.60697, -2.41365, 2.76975], [0.05311, -2.91393, 2.16996], [1.33492, -1.99550, 2.30577], [0.96351, 2.09544, -1.92570], [0.00173, 2.01700, -1.91677], [1.16110, 1.69830, -1.06959]], "atomic_forces_ev_per_a": [[1.4, -0.1, 0.6], [0.5, -0.4, -0.7], [-1.4, 0.4, -0.2], [1.0, -0.4, 2.1], [0.8, 0.7, -1.2], [-1.2, 1.2, 1.5], [-0.5, 0.5, 0.1], [-0.5, 0.1, -0.7], [-0.3, -0.2, -0.1], [-0.1, -0.1, 0.4], [0.2, 0.0, 0.0], [0.2, -0.3, 0.3], [-0.6, -0.1, -1.1], [-0.2, -0.1, -0.3], [0.0, -0.1, 0.2], [0.4, -0.3, -0.6], [0.4, -0.4, -0.4], [0.3, -0.3, -0.2], [-0.2, -0.4, 1.3], [0.3, 0.1, -0.3], [-0.4, 0.2, -0.7], [-0.1, -0.2, 0.2], [-0.1, 0.2, -0.1], [0.3, 0.1, 0.0]], "mulliken_charge": [-0.96, -0.16, -0.94, -0.69, -0.31, -0.83, 0.29, 0.34, 0.34, 0.20, 0.50, 0.28, 0.15, 0.70, 0.23, 0.32, 0.29, 0.31, -0.65, 0.30, 0.31, -0.69, 0.34, 0.35], "homo_lumo_gap_ev": 9.4, "total_energy_ha": -421.92490, "molar_mass_g_mol": 124.18, "homo_energy_ev": -8.64, "de_lowest_kcal_mol": 41.7, "multiplicity": 1, "lumo_energy_ev": 0.77, "smiles": "CNCCNC.O.O"}

=====

No. 3
{"formula": "C3H11N2O2S", "method": "ωB97M-V with the def2-TZVPD basis set", "elements": ["C", "C", "S", "N", "H", "H", "H", "H", "H", "H", "H", "H", "N", "C", "O", "O", "H", "H", "H"], "coordinates": [[0.72219, -0.16013, 1.69250], [1.37905, 1.23859, 1.66663], [1.85550, 1.84582, 0.02417], [-0.68828, -0.12429, 1.11928], [0.58010, -0.48422, 2.71936], [1.27351, -0.83568, 1.04290], [2.31243, 1.15940, 2.22856], [0.74939, 1.99283, 2.13915], [0.68493, 2.48360, -0.24845], [-1.15203, -1.04416, 1.12592], [-0.72466, 0.15425, 0.08893], [-1.31152, 0.53453, 1.59678], [-1.02037, -0.17608, -1.77959], [-1.04109, -1.56618, -2.07355], [-0.04007, -1.99583, -2.86175], [-1.93182, -2.24147, -1.68846], [-1.93188, 0.23482, -1.63402], [-0.44457, 0.39003, -2.39074], [0.72920, -1.40585, -2.76763]], "atomic_forces_ev_per_a": [[-1.1, 0.5, -1.0], [0.0, -0.2, 0.3], [-0.3, 0.0, 0.3], [-0.2, 0.6, -0.8], [0.6, -0.2, 0.1], [0.1, -0.4, 0.5], [0.1, 0.0, -0.1], [0.0, 0.1, 0.0], [0.2, 0.0, -0.1], [0.2, 0.0, 0.2], [0.2, -0.6, 0.3], [0.1, -0.2, 0.3], [1.2, 0.9, 0.6], [-0.3, 0.0, -0.9], [0.2, 0.5, 0.9], [-0.2, -0.4, 0.4], [-0.3, -0.2, -0.4], [-0.3, 0.0, -0.3], [-0.2, -0.4, -0.5]], "mulliken_spin": [0.03, -0.03, 0.95, 0.00, 0.00, 0.00, 0.01, 0.02, -0.01, 0.00, 0.00, 0.00, 0.02, 0.00, 0.00, 0.01, 0.00, 0.00, 0.00], "homo_lumo_gap_ev": [9.4, 4.1], "total_energy_ha": -778.35719, "molar_mass_g_mol": 139.20, "homo_energy_ev": [-17.89, -17.83], "total_charge": 2, "de_lowest_kcal_mol": 44.9, "multiplicity": 2, "lumo_energy_ev": [-8.53, -13.75]}

=====

no.,largest force on an atom (Eh/bohr)
1,0.0368
2,0.0462
3,0.0315